[1]
C2H2NO2S2 | the ωB97M-V functional and the def2-TZVPD basis

Properties
- HOMO: -3.073 eV
- Total energy: -1078.9880 a.u.
- Energy relative to the best compared isomer or geometry (same formula, charge and spin): 3.559 eV
- HOMO-LUMO gap: 6.49 eV
- Net charge: -1

CARTESIAN COORDINATES (ANGSTROEM)
C  1.06  1.02  0.00
C  3.26  0.22  0.00
N  0.42  -0.13  0.07
O  4.04  1.10  0.15
O  -1.02  -0.11  0.03
S  3.18  -1.37  0.03
S  0.49  2.51  -0.11
H  0.63  -1.05  -0.28
H  -1.31  0.81  0.30

[2]
C4H7N3 | the ωB97M-V functional and the def2-TZVPD basis

Properties
- HOMO: -9.251 eV
- Total energy: -320.7908 a.u.
- Energy relative to the best compared isomer or geometry (same formula, charge and spin): 2.517 eV
- HOMO-LUMO gap: 9.53 eV
- Net charge: 0

CARTESIAN COORDINATES (ANGSTROEM)
C  1.38  0.92  1.11
C  1.19  0.40  -0.31
N  -0.22  0.27  -0.66
C  -0.97  -0.79  -0.52
N  -2.02  -0.64  -1.31
C  -0.68  -1.93  0.33
N  -0.44  -2.83  1.01
H  0.98  0.21  1.84
H  0.87  1.88  1.24
H  2.45  1.06  1.31
H  1.71  -0.56  -0.44
H  1.63  1.10  -1.03
H  -1.29  0.50  -1.45
H  -2.90  -1.09  -1.11

[3]
C44H45FN9O12S2Ti | the ωB97M-V functional and the def2-TZVPD basis

Properties
- HOMO (alpha / beta): -5.354 / -5.680 eV
- Total energy: -4844.8302 a.u.
- Energy relative to the best compared isomer or geometry (same formula, charge and spin): 2.058 eV
- Multiplicity: 2
- HOMO-LUMO gap (alpha / beta): 3.36 / 3.69 eV
- Net charge: 0

CARTESIAN COORDINATES (ANGSTROEM)
Ti  -0.45  1.37  -0.97
C  -0.29  4.70  0.76
C  -0.38  4.51  -0.59
C  0.63  3.56  -1.00
C  1.42  3.30  0.21
C  0.82  3.94  1.26
C  1.19  3.85  2.71
C  2.75  2.61  0.24
C  1.26  3.72  -2.37
C  -1.27  5.24  -1.55
C  -1.17  5.56  1.62
H  0.33  3.55  3.31
H  1.54  4.81  3.10
H  1.99  3.12  2.87
H  2.95  2.05  -0.67
H  2.85  1.93  1.09
H  3.56  3.34  0.33
H  0.55  3.54  -3.17
H  2.11  3.06  -2.53
H  1.63  4.75  -2.49
H  -1.40  4.69  -2.48
H  -0.83  6.22  -1.82
H  -2.26  5.44  -1.14
H  -0.58  6.29  2.18
H  -1.73  4.97  2.34
H  -1.89  6.12  1.01
F  1.60  -1.35  4.92
C  2.07  -1.61  3.68
C  1.64  -0.88  2.62
C  2.18  -1.12  1.36
C  1.69  -0.35  0.22
O  0.68  0.36  0.40
C  2.42  -0.49  -0.99
C  3.37  -1.45  -1.08
N  3.69  -2.31  -0.08
C  4.47  -3.48  -0.37
C  4.09  -4.28  -1.59
C  3.81  -4.83  -0.22
C  3.15  -2.11  1.18
C  3.55  -2.88  2.28
C  3.02  -2.64  3.53
N  3.47  -3.44  4.62
C  4.81  -3.19  5.13
C  5.41  -4.55  5.56
N  4.26  -5.51  5.67
C  3.17  -4.92  6.51
C  2.55  -3.75  5.71
C  2.06  0.28  -2.23
O  2.75  0.21  -3.22
O  0.97  0.96  -2.12
H  0.89  -0.10  2.74
H  3.87  -1.62  -2.03
H  5.52  -3.40  -0.14
H  4.89  -4.71  -2.17
H  3.24  -3.94  -2.15
H  4.42  -5.64  0.15
H  2.78  -4.82  0.10
H  4.26  -3.68  2.15
H  4.79  -2.49  5.98
H  5.42  -2.74  4.35
H  5.90  -4.50  6.53
H  6.10  -4.95  4.83
H  4.56  -6.43  5.99
H  3.88  -5.57  4.72
H  3.64  -4.59  7.44
H  2.45  -5.70  6.74
H  2.39  -2.91  6.39
H  1.59  -4.04  5.29
C  -3.36  0.12  -6.76
N  -2.27  0.33  -5.84
C  -1.05  0.91  -6.12
C  -0.37  0.92  -4.93
N  -1.13  0.37  -3.94
C  -2.25  0.02  -4.52
H  -3.57  1.04  -7.30
H  -4.24  -0.15  -6.19
H  -3.13  -0.67  -7.47
H  -0.80  1.27  -7.10
H  0.62  1.30  -4.73
H  -3.12  -0.40  -4.02
O  -3.97  0.10  -1.91
S  -3.37  -0.50  -0.74
O  -3.63  0.10  0.53
N  -1.72  -0.69  -0.98
C  -1.41  -1.97  -1.08
S  0.11  -2.62  -1.33
C  -2.58  -2.90  -0.95
C  -2.60  -4.28  -1.03
C  -3.82  -4.93  -0.86
C  -4.99  -4.21  -0.61
C  -4.97  -2.83  -0.54
C  -3.75  -2.21  -0.72
H  -1.69  -4.82  -1.22
H  -3.86  -6.01  -0.92
H  -5.92  -4.74  -0.48
H  -5.87  -2.25  -0.36
O  -6.88  4.53  0.97
N  -6.71  4.32  -0.22
O  -7.55  4.51  -1.08
C  -5.41  3.79  -0.65
C  -5.20  3.56  -1.99
C  -3.97  3.08  -2.37
C  -2.95  2.77  -1.46
O  -1.82  2.25  -1.85
C  -3.24  2.99  -0.08
C  -4.46  3.51  0.31
N  -2.34  2.63  0.93
O  -2.58  2.87  2.13
O  -1.30  1.86  0.64
N  -3.75  2.89  -3.80
O  -2.66  3.17  -4.26
O  -4.68  2.46  -4.46
H  -5.97  3.75  -2.73
H  -4.66  3.67  1.36

[4]
C3H11NO | the ωB97M-V functional and the def2-TZVPD basis

Properties
- HOMO: -8.565 eV
- Total energy: -250.8641 a.u.
- Energy relative to the best compared isomer or geometry (same formula, charge and spin): 0.885 eV
- SMILES string: CCNC.O
- HOMO-LUMO gap: 9.53 eV
- Net charge: 0

CARTESIAN COORDINATES (ANGSTROEM)
C  -0.56  -1.33  -1.56
C  0.72  -0.57  -1.20
N  0.65  -0.02  0.15
C  0.78  1.40  0.39
H  -0.68  -2.12  -0.86
H  -0.55  -1.71  -2.58
H  -1.44  -0.73  -1.37
H  0.80  0.28  -1.87
H  1.60  -1.17  -1.30
H  1.06  -0.62  0.85
H  1.80  1.78  0.26
H  0.06  1.99  -0.17
H  0.64  1.51  1.47
H  -2.05  -0.13  2.28
H  -1.15  1.03  2.50
O  -1.70  0.42  3.01

[5]
GdH3O | the ωB97M-V functional and the def2-TZVPD basis

Properties
- HOMO (alpha / beta): -21.926 / -21.409 eV
- Total energy: -841.9263 a.u.
- Energy relative to the best compared isomer or geometry (same formula, charge and spin): 0.000 eV
- Multiplicity: 8
- HOMO-LUMO gap (alpha / beta): 10.71 / 9.16 eV
- Net charge: +2

CARTESIAN COORDINATES (ANGSTROEM)
Gd  0.15  -1.56  0.20
O  0.27  0.58  -0.57
H  0.33  0.85  -1.50
H  -0.18  1.31  -0.08
H  -0.56  -1.17  1.95

[6]
C21H28N6O2S | the ωB97M-V functional and the def2-TZVPD basis

Properties
- HOMO: -8.201 eV
- Total energy: -1694.2431 a.u.
- Energy relative to the best compared isomer or geometry (same formula, charge and spin): 1.191 eV
- SMILES string: [H]/N=c1/c2c(C)[nH]nc2nc(SCC(=O)N(CCC)CCC)n1-c1ccc(OC)cc1
- HOMO-LUMO gap: 8.82 eV
- Net charge: 0

CARTESIAN COORDINATES (ANGSTROEM)
C  4.27  1.22  1.13
C  2.90  1.26  0.48
H  2.16  1.59  1.21
H  2.90  2.01  -0.32
C  2.47  -0.07  -0.17
N  2.67  -1.27  0.62
C  1.99  -1.60  1.74
O  2.27  -2.60  2.39
C  0.84  -0.73  2.19
H  1.05  0.34  2.22
H  0.52  -1.08  3.17
S  -0.59  -0.92  1.07
C  -0.98  0.77  0.73
N  -0.24  1.68  1.24
C  -0.58  2.96  0.92
N  0.05  4.06  1.32
N  -0.63  5.06  0.74
C  -1.68  4.66  -0.02
C  -1.68  3.28  0.07
C  -2.49  2.24  -0.49
N  -3.48  2.47  -1.24
H  -3.98  1.65  -1.57
N  -2.05  0.95  -0.09
C  -2.75  -0.19  -0.58
C  -2.52  -0.65  -1.88
C  -3.21  -1.74  -2.35
C  -4.14  -2.40  -1.54
C  -4.37  -1.94  -0.25
C  -3.68  -0.83  0.22
H  -3.87  -0.47  1.22
H  -5.08  -2.42  0.40
O  -4.76  -3.47  -2.10
C  -5.68  -4.20  -1.34
H  -6.03  -5.01  -1.98
H  -6.54  -3.58  -1.05
H  -5.22  -4.62  -0.44
H  -3.05  -2.11  -3.35
H  -1.81  -0.14  -2.50
C  -2.58  5.58  -0.75
H  -3.32  4.98  -1.27
H  -2.02  6.18  -1.47
H  -3.08  6.25  -0.06
H  -0.34  6.01  0.91
C  3.57  -2.28  0.08
C  5.05  -2.03  0.37
C  5.89  -3.20  -0.12
H  6.94  -3.02  0.08
H  5.76  -3.35  -1.19
H  5.60  -4.12  0.39
H  5.37  -1.12  -0.13
H  5.18  -1.91  1.44
H  3.28  -3.23  0.55
H  3.40  -2.36  -1.00
H  3.05  -0.21  -1.08
H  1.42  0.02  -0.46
H  4.47  2.18  1.61
H  5.05  1.03  0.40
H  4.31  0.45  1.89

[7]
C2H5NO2S | the ωB97M-V functional and the def2-TZVPD basis

Properties
- HOMO (alpha / beta): -7.556 / -9.664 eV
- Total energy: -682.3729 a.u.
- Energy relative to the best compared isomer or geometry (same formula, charge and spin): 2.906 eV
- Multiplicity: 3
- HOMO-LUMO gap (alpha / beta): 8.27 / 6.04 eV
- Net charge: 0

CARTESIAN COORDINATES (ANGSTROEM)
C  -0.65  -0.97  -0.39
C  -0.07  0.28  0.24
N  -2.10  -0.76  -0.56
O  -2.73  -0.39  0.42
O  -2.59  -1.04  -1.63
S  1.74  0.22  0.34
H  -0.59  -1.94  0.34
H  -0.18  -1.14  -1.37
H  -0.42  1.22  -0.21
H  -0.36  0.22  1.29
H  1.73  -0.18  -0.94

[8]
C2H8O2 | the ωB97M-V functional and the def2-TZVPD basis

Properties
- HOMO: -10.164 eV
- Total energy: -231.4317 a.u.
- Energy relative to the best compared isomer or geometry (same formula, charge and spin): 0.832 eV
- SMILES string: CO.CO
- HOMO-LUMO gap: 10.99 eV
- Net charge: 0

CARTESIAN COORDINATES (ANGSTROEM)
C  0.44  -2.14  -0.98
O  -0.62  -1.34  -0.53
H  1.40  -1.68  -0.76
H  0.43  -3.15  -0.58
H  0.45  -2.23  -2.08
H  -1.28  -1.82  -0.03
C  -0.07  1.75  0.66
O  -0.49  3.11  0.74
H  -0.81  1.03  1.01
H  0.20  1.54  -0.37
H  0.84  1.59  1.25
H  -0.49  3.35  1.67

[9]
CH4FPS2 | the ωB97M-V functional and the def2-TZVPD basis

Properties
- HOMO (alpha / beta): -9.210 / -7.739 eV
- Total energy: -1278.0356 a.u.
- Energy relative to the best compared isomer or geometry (same formula, charge and spin): 3.308 eV
- HOMO-LUMO gap (alpha / beta): 8.92 / 5.71 eV
- Net charge: 0

CARTESIAN COORDINATES (ANGSTROEM)
C  1.15  -0.35  0.39
F  2.52  -0.80  -1.76
P  2.87  -0.54  -0.25
S  -2.00  0.78  1.31
S  -2.95  0.36  -0.38
H  1.11  -0.14  1.39
H  0.77  0.53  -0.24
H  0.43  -1.17  0.05
H  -3.89  1.33  -0.51

[10]
C33H32BrIrN4O6 | the ωB97M-V functional and the def2-TZVPD basis

Properties
- HOMO (alpha / beta): -12.219 / -12.472 eV
- Total energy: -4624.9563 a.u.
- Energy relative to the best compared isomer or geometry (same formula, charge and spin): 0.240 eV
- Multiplicity: 5
- HOMO-LUMO gap (alpha / beta): 6.67 / 3.98 eV
- Net charge: +2

CARTESIAN COORDINATES (ANGSTROEM)
Ir  0.13  -1.03  -2.64
C  -1.68  -3.93  -3.73
O  -0.41  -3.29  -3.60
C  0.35  -3.33  -4.81
C  -0.12  -2.24  -5.76
O  -0.26  -1.01  -5.04
C  -1.27  -0.15  -5.56
C  -1.65  0.85  -4.49
O  -1.98  0.20  -3.26
C  -3.25  -0.44  -3.27
H  -1.55  -5.01  -3.84
H  -2.24  -3.54  -4.58
H  -2.25  -3.73  -2.82
H  0.24  -4.30  -5.30
H  1.38  -3.18  -4.52
H  -1.08  -2.49  -6.21
H  0.61  -2.11  -6.57
H  -2.14  -0.75  -5.85
H  -0.91  0.37  -6.45
H  -2.48  1.46  -4.83
H  -0.80  1.50  -4.26
H  -4.03  0.26  -3.56
H  -3.43  -0.78  -2.25
H  -3.27  -1.30  -3.94
C  -2.10  4.13  9.92
O  -1.51  4.79  8.78
C  -1.40  4.18  7.64
C  -1.82  2.85  7.39
C  -1.64  2.31  6.15
C  -1.04  3.07  5.11
C  -0.63  4.40  5.37
C  -0.80  4.94  6.60
C  -0.88  2.45  3.84
N  -1.31  1.21  3.54
C  -0.97  1.01  2.27
C  -0.32  2.14  1.74
N  -0.27  3.04  2.75
C  0.17  2.20  0.40
C  0.88  3.28  -0.15
C  1.34  3.20  -1.43
C  1.07  2.03  -2.16
N  0.39  1.01  -1.66
C  -0.06  1.06  -0.40
C  -0.76  -0.12  0.13
N  -0.92  -1.18  -0.68
C  -1.45  -2.30  -0.19
C  -1.88  -2.42  1.13
C  -1.76  -1.33  1.96
C  -1.18  -0.16  1.47
H  -2.08  4.85  10.72
H  -1.52  3.25  10.19
H  -3.13  3.85  9.70
H  -2.28  2.26  8.17
H  -1.96  1.30  5.94
H  -0.18  5.00  4.59
H  -0.49  5.95  6.82
H  0.15  3.95  2.73
H  1.07  4.17  0.45
H  1.90  4.00  -1.89
H  1.44  1.92  -3.17
H  -1.51  -3.13  -0.87
H  -2.30  -3.35  1.47
H  -2.09  -1.37  2.99
Br  2.30  -4.79  -1.07
C  3.91  -3.79  -1.21
C  5.11  -4.42  -0.93
C  6.29  -3.70  -1.06
C  6.27  -2.37  -1.47
C  5.06  -1.76  -1.76
C  3.87  -2.47  -1.62
C  2.55  -1.83  -1.91
O  2.16  -1.73  -3.12
O  1.82  -1.42  -0.98
H  5.13  -5.45  -0.61
H  7.24  -4.18  -0.84
H  7.19  -1.82  -1.58
H  5.03  -0.73  -2.09

[11]
C17H19NO2 | the ωB97M-V functional and the def2-TZVPD basis

Properties
- HOMO: -8.358 eV
- Total energy: -864.4696 a.u.
- Energy relative to the best compared isomer or geometry (same formula, charge and spin): 0.785 eV
- SMILES string: O=C(Cc1cccc2ccccc12)NC[C@H]1CCCO1
- HOMO-LUMO gap: 8.77 eV
- Net charge: 0

CARTESIAN COORDINATES (ANGSTROEM)
O  -0.96  -2.57  1.25
C  -0.54  -1.47  0.96
N  -0.81  -0.86  -0.21
H  -0.48  0.08  -0.38
C  -1.73  -1.39  -1.18
H  -1.96  -2.42  -0.91
H  -1.26  -1.37  -2.17
C  -3.02  -0.55  -1.22
C  -3.74  -0.50  0.14
H  -4.82  -0.64  0.00
C  -3.45  0.91  0.65
H  -2.51  0.93  1.20
C  -3.30  1.68  -0.66
H  -4.29  1.97  -1.06
O  -2.67  0.79  -1.56
H  -2.68  2.58  -0.59
H  -4.25  1.31  1.27
H  -3.38  -1.27  0.81
H  -3.68  -0.95  -2.01
C  0.35  -0.66  1.90
C  1.26  0.31  1.19
C  1.07  1.66  1.33
C  1.91  2.58  0.68
C  2.93  2.15  -0.11
C  3.15  0.76  -0.29
C  4.20  0.29  -1.11
C  4.40  -1.04  -1.29
C  3.56  -1.97  -0.66
C  2.54  -1.55  0.15
C  2.31  -0.17  0.36
H  1.90  -2.28  0.62
H  3.73  -3.03  -0.81
H  5.21  -1.40  -1.92
H  4.84  1.02  -1.60
H  3.58  2.85  -0.61
H  1.73  3.64  0.82
H  0.28  2.03  1.96
H  -0.32  -0.11  2.57
H  0.92  -1.36  2.51

[12]
C35H53As2F3N3O11S3SiTi | the ωB97M-V functional and the def2-TZVPD basis

Properties
- HOMO (alpha / beta): -3.238 / -3.241 eV
- Total energy: -9462.1560 a.u.
- Energy relative to the best compared isomer or geometry (same formula, charge and spin): 0.000 eV
- HOMO-LUMO gap (alpha / beta): 4.96 / 4.96 eV
- Net charge: -1

CARTESIAN COORDINATES (ANGSTROEM)
Ti  -0.84  -0.37  0.36
C  1.18  -0.67  -4.80
S  2.31  -0.71  -3.39
C  1.26  -0.50  -1.98
S  -0.48  -0.54  -2.09
N  1.94  -0.32  -0.91
N  1.14  -0.25  0.23
C  1.80  -0.02  1.40
C  1.02  0.22  2.50
C  1.55  0.57  3.78
C  0.70  0.89  4.79
C  -0.70  0.90  4.55
C  -1.17  0.56  3.32
N  -0.36  0.17  2.28
H  1.72  -0.19  -5.62
H  0.30  -0.08  -4.55
H  0.88  -1.68  -5.07
H  2.88  0.01  1.41
H  2.62  0.60  3.90
H  1.09  1.17  5.76
H  -1.41  1.18  5.32
H  -2.23  0.56  3.13
C  2.42  5.03  3.50
O  2.39  4.54  2.16
C  1.42  3.67  1.90
O  0.52  3.46  2.67
C  1.45  3.13  0.49
C  2.55  2.89  -0.19
As  2.70  2.61  -2.14
C  3.31  4.46  -2.47
C  0.84  3.00  -2.71
C  -0.26  2.95  -1.97
As  -0.34  2.54  -0.03
C  -1.33  4.20  0.35
C  -1.71  2.91  -2.44
O  -2.46  2.08  -2.00
O  -2.10  3.89  -3.25
C  -3.47  3.81  -3.68
C  0.92  3.19  -4.22
O  1.74  2.60  -4.88
O  0.10  4.10  -4.74
C  0.22  4.29  -6.15
C  3.87  2.70  0.53
O  4.02  2.46  1.70
O  4.89  2.71  -0.34
C  6.15  2.28  0.19
H  3.39  5.50  3.63
H  2.29  4.22  4.21
H  1.62  5.76  3.66
H  4.33  4.55  -2.11
H  2.67  5.17  -1.95
H  3.29  4.65  -3.54
H  -0.79  5.04  -0.07
H  -1.42  4.31  1.43
H  -2.32  4.14  -0.09
H  -3.51  4.28  -4.66
H  -4.10  4.36  -2.98
H  -3.81  2.78  -3.73
H  -0.37  5.17  -6.38
H  -0.17  3.42  -6.69
H  1.26  4.43  -6.44
H  6.80  2.15  -0.67
H  6.03  1.34  0.73
H  6.56  3.03  0.86
F  -5.11  1.33  -1.20
C  -4.91  1.56  0.09
F  -4.19  2.66  0.25
F  -6.11  1.77  0.66
S  -4.20  0.09  0.95
O  -5.02  -0.97  0.47
O  -4.27  0.46  2.34
O  -2.76  -0.04  0.48
C  -3.39  -3.32  1.54
C  -2.49  -3.77  0.38
C  -3.03  -3.13  -0.91
C  -2.73  -5.29  0.22
Si  -0.65  -3.14  0.71
C  -0.15  -3.67  2.58
C  -0.57  -5.08  3.01
C  1.37  -3.55  2.75
C  -0.75  -2.72  3.63
C  0.55  -4.18  -0.49
C  0.01  -4.17  -1.93
C  0.76  -5.66  -0.11
C  1.97  -3.58  -0.53
H  -4.45  -3.40  1.26
H  -3.21  -2.28  1.84
H  -3.23  -3.94  2.42
H  -4.11  -3.31  -0.99
H  -2.55  -3.54  -1.80
H  -2.90  -2.05  -0.94
H  -3.81  -5.48  0.14
H  -2.36  -5.87  1.06
H  -2.27  -5.68  -0.69
H  -0.21  -5.87  2.36
H  -1.65  -5.18  3.09
H  -0.16  -5.27  4.02
H  1.90  -4.38  2.27
H  1.62  -3.59  3.82
H  1.77  -2.62  2.34
H  -1.84  -2.65  3.59
H  -0.34  -1.72  3.56
H  -0.49  -3.10  4.63
H  -0.88  -4.79  -2.04
H  0.78  -4.57  -2.60
H  -0.24  -3.16  -2.28
H  -0.17  -6.22  0.01
H  1.35  -5.77  0.79
H  1.33  -6.14  -0.92
H  1.98  -2.53  -0.78
H  2.56  -4.11  -1.30
H  2.49  -3.70  0.41

Question: What is the energy relative to the best compared isomer or geometry (same formula, charge and spin) in the eleventh record?
Answer: 0.785 eV

Question: Number 8 is which compound?
Answer: C2H8O2

Question: Which value of net charge does entry 5 give?
Answer: +2

Question: Which value of total energy does entry 7 give?
Answer: -682.3729 a.u.